Entry from the Open Molecules 2025 dataset: a molecular structure, C34H44N7PRu (the ωB97M-V functional and the def2-TZVPD basis).

Its orbital gap (alpha / beta) is 0.255 / 0.217 hartree. The calculated total energy comes out at -58234.855 eV. As for the charge: +4. The multiplicity is 5.

CARTESIAN COORDINATES (ANGSTROEM)
Ru -0.96838 -0.03329 -0.27426
P -1.46208 -2.28287 -0.12614
N 1.47977 -1.22996 -3.34603
N 2.20910 -1.73117 -1.19330
N -0.29624 3.83365 1.23430
N -0.56359 2.06486 -0.30369
N 0.72373 0.05310 -1.51433
N -1.11630 -0.25199 1.94850
N -2.42688 3.14382 0.59574
C 1.10073 3.48862 1.51487
C -2.50536 -2.86696 4.24635
C 1.58051 4.01813 -2.55718
C 2.74941 -3.06432 -1.49310
C 0.26415 -5.83514 -0.82409
C -5.03263 -0.08058 -2.00296
C -1.21453 -3.98948 -2.31554
C 2.61160 -1.24294 0.12898
C -0.64816 5.21488 1.62049
C 2.42243 2.96476 -3.03032
C -0.87256 -3.71681 -0.98225
C -2.01141 -1.65042 3.78558
C -3.15375 3.66786 1.76190
C -4.06623 -1.23310 -0.11797
C 1.49175 -1.00568 -2.04002
C 0.56893 3.74401 -1.68528
C 2.57874 -1.88915 -4.07484
C -2.87923 -1.43007 -0.85704
C 1.10072 1.32906 -1.85132
C -3.85276 -0.21499 -2.72456
C -2.28676 -3.81998 2.04851
C -0.05820 -6.09467 -2.14997
C -5.13748 -0.58791 -0.70568
C -1.79296 -2.59688 1.58522
C 0.34339 2.41788 -1.25378
C -1.10673 3.05231 0.52674
C -0.13693 -4.64765 -0.23446
C 0.46476 -0.67083 -4.24410
C -2.64197 -3.95000 3.38300
C -2.77704 -0.89370 -2.16581
C -0.79126 -5.17376 -2.89377
C -1.65336 -1.52235 2.45740
C -3.30207 2.65591 -0.47529
C 2.18468 1.65923 -2.68736
H 2.30195 -2.89387 -4.39223
H -3.78755 0.17000 -3.73378
H 3.25109 3.20045 -3.68556
H -0.06059 4.54259 -1.31360
H 0.24156 -7.03192 -2.60104
H 2.77980 -1.29485 -4.96559
H 0.10100 -1.46801 -4.89172
H -1.64470 0.51116 2.36801
H 2.34978 -0.19810 0.26072
H 3.69296 -1.34268 0.22524
H 1.26721 2.41910 1.40760
H -1.06376 -5.40001 -3.91601
H 0.90824 0.10386 -4.87102
H -0.35909 -0.23850 -3.68645
H -2.40507 -4.65541 1.37100
H -2.51290 3.69718 2.63767
H 0.80906 -6.56832 -0.24356
H 2.62347 -3.67658 -0.60284
H -6.06939 -0.49482 -0.16293
H -2.77668 -2.96820 5.28893
H -1.90159 -1.09694 -2.77244
H 1.75692 5.03255 -2.88986
H 3.47964 -1.92266 -3.47227
H -4.11863 3.36529 -0.59732
H -0.84171 5.30030 2.68864
H -1.83929 -3.31825 -2.88760
H 1.77433 4.02984 0.84806
H -3.02877 -4.89194 3.74772
H 0.20553 5.84648 1.37666
H -3.98956 2.99673 1.96069
H -1.50846 5.56044 1.05474
H -3.55638 4.66161 1.57078
H 1.32321 3.78538 2.53859
H -0.16530 -0.13980 2.30004
H 2.14698 -1.85629 0.90544
H 3.81316 -3.01194 -1.72142
H -5.88470 0.40727 -2.45962
H 2.83304 0.89072 -3.08475
H 2.20651 -3.53300 -2.30797
H -2.76792 2.58627 -1.41863
H -4.15784 -1.63803 0.88231
H -3.73185 1.68459 -0.20454
H 0.09325 -4.46227 0.80819
H -1.89497 -0.82116 4.47433


Entry from the Open Molecules 2025 dataset: a molecular structure, C34H45As2N5OSTi (the ωB97M-V functional and the def2-TZVPD basis).

Its orbital gap (alpha / beta) is 0.230 / 0.231 hartree. The calculated total energy comes out at -201092.471 eV. As for the relative energy (zero: lowest compared OMol25 entry of this formula, charge and spin): 9.9 kJ/mol. As for the charge: +3. The multiplicity is 2.

CARTESIAN COORDINATES (ANGSTROEM)
As 1.91176 -0.08872 1.92352
As -0.72455 -1.61780 -1.78753
Ti -0.25539 0.03374 0.29504
S 2.74920 1.02327 -1.50343
O -1.11658 -1.28848 1.46975
N -2.92793 -2.52236 1.95770
N -0.43834 2.83765 1.73916
N -0.95851 1.59874 1.60835
N -0.99565 1.44730 -1.20081
N -0.96217 -2.80579 3.13972
C 1.49135 -0.68173 3.70652
C -1.85876 3.21024 -2.94899
C -1.65817 -2.19245 2.19467
C 0.86981 -1.50466 6.28041
C 5.57139 -2.24754 0.03683
C 5.39498 1.97160 1.54338
C 3.93497 3.56335 2.62605
C -2.63169 2.46816 -4.04487
C 0.21293 -0.41196 5.72631
C 5.16967 3.22969 2.08234
C -1.20491 3.61757 2.51318
C 4.47905 -0.35857 1.04249
C 0.46444 -1.48444 -3.32124
C -2.46651 -1.21950 -2.55535
C 3.33372 -1.15176 1.20970
C 2.89729 2.64020 2.61748
C -1.36657 2.21685 -1.97171
C 5.60130 -0.92074 0.44254
C 4.43629 -3.02777 0.22675
C 4.36791 1.03284 1.53101
C 1.84300 -2.17727 5.55453
C -0.87190 -3.52723 -1.40012
C -3.58534 -1.11360 -1.53455
C 3.30291 -2.47720 0.81174
C -2.77448 4.17220 -2.17575
C 0.51719 -0.00175 4.43730
C 1.77706 -2.22935 -3.13484
C -2.28542 2.85743 2.91791
C 3.11885 1.39068 2.05904
C 2.16461 -1.76555 4.26590
C -2.08917 1.61520 2.32462
C -0.63911 3.93962 -3.52640
C 0.17766 -4.09817 -0.46482
C 1.51256 0.59497 -0.74679
H -2.69834 0.72804 2.38221
H -0.52909 0.12260 6.30367
H 2.45476 -2.00778 -3.95855
H -0.04663 -2.45506 3.38676
H 3.79099 4.53706 3.07333
H -0.00075 0.85324 4.01595
H -3.41595 -2.06139 1.20853
H -3.09697 3.16814 3.55051
H 1.17910 -4.03010 -0.89009
H -3.51510 1.96644 -3.65034
H -0.08941 -1.88393 -4.17549
H -0.99894 4.69989 -4.21907
H -2.22517 4.71318 -1.40593
H 5.97411 3.95207 2.09901
H -0.92666 4.63642 2.72495
H 0.18254 -3.58132 0.49750
H 6.45031 -2.68333 -0.41788
H -0.84812 -4.02583 -2.37323
H 0.63452 -1.82067 7.28757
H 1.62249 -3.30882 -3.13188
H 6.37434 1.72717 1.15627
H -2.35122 -0.30565 -3.14024
H -1.37896 -3.51121 3.72656
H -3.61428 3.64868 -1.72046
H -3.37272 -0.37485 -0.75258
H 2.28637 -1.96887 -2.20213
H 6.50406 -0.34279 0.29991
H -2.66662 -2.02389 -3.26888
H 4.44465 -4.06691 -0.07305
H -2.00103 1.74913 -4.56800
H 1.95355 2.89266 3.08886
H 2.43032 -3.09680 0.97239
H 0.00748 3.26102 -4.08186
H 0.44191 3.06559 1.30442
H -1.87879 -3.67599 -1.00036
H 2.36900 -3.01210 5.99693
H -3.42388 -3.20047 2.51412
H 2.94538 -2.28057 3.71721
H -4.51779 -0.81076 -2.01155
H -0.06123 4.44098 -2.75074
H 0.61537 -0.41868 -3.51184
H -2.96753 3.20524 -4.77391
H -0.02316 -5.15153 -0.26851
H -3.78378 -2.08128 -1.06660
H -3.17348 4.90250 -2.87935


Entry from the Open Molecules 2025 dataset: a molecular structure, C34H45F11N2O7S (the ωB97M-V functional and the def2-TZVPD basis).

Its orbital gap is 0.291 hartree. The calculated total energy comes out at -94024.914 eV.

CARTESIAN COORDINATES (ANGSTROEM)
S -1.78882 0.68295 3.71677
F 2.08187 4.62226 -0.12160
F -4.40566 -0.25873 -1.08158
F -6.49830 -1.19614 1.68457
F -6.98023 -0.04242 -0.11067
F -4.79041 1.56072 1.88099
F 1.09375 6.10385 1.21815
F -7.51249 2.15469 1.47482
F -8.51546 0.34849 2.17461
F 3.03937 5.32391 1.69904
F -4.16840 -0.55650 1.56116
F -5.15879 1.85322 -0.84516
O 4.56370 2.93419 -3.24890
O -2.75508 -8.11554 1.59416
O -2.87367 2.72349 0.11775
O 3.60393 3.29336 -6.45498
O -1.46171 -6.06967 -0.32717
O 4.16489 5.69390 -4.59077
O -4.15229 -5.13612 0.87964
N -0.21357 0.56905 4.14987
N -1.78952 1.96139 2.73397
C 2.50555 -1.22101 3.14276
C 0.35113 1.55997 3.47449
C 3.96031 4.10835 -2.72445
C 2.18441 -3.48878 2.04909
C 4.76376 -0.71226 1.59926
C 1.83580 4.99506 1.15163
C -1.39373 -7.73351 1.47931
C -1.28311 -6.27946 1.06842
C 4.28768 4.50454 -6.73692
C 3.27440 4.88945 -3.82610
C -2.93575 1.38188 -0.28321
C 1.27965 3.80775 1.92602
C 4.31771 0.23826 2.50189
C -2.79386 -6.17838 -0.81827
C 2.94320 -2.17848 2.22849
C -0.51670 2.37247 2.65963
C 1.73107 1.94792 3.43445
C -4.91247 0.45819 1.09306
C -4.40016 0.87176 -0.31880
C -6.43456 0.04234 1.11196
C -4.61286 -3.90907 1.40167
C 4.07798 -1.91100 1.48110
C 5.01133 5.00581 -5.50382
C 2.72801 1.09427 4.23602
C -0.03583 3.47920 1.87485
C -3.67036 -4.99993 -0.44763
C -1.08981 4.20357 1.02398
C 2.18047 3.00088 2.73741
C 2.59402 3.02128 -7.40008
C 3.18877 -0.02301 3.27232
C -2.92034 -9.51478 1.54513
C 5.53493 2.40335 -2.37584
C -1.54199 3.20196 -0.09484
C -7.29520 0.94754 2.03984
H -2.54416 1.21714 -1.30205
H -4.96819 -4.08655 2.41574
H 5.74454 5.74865 -5.82675
H 2.67834 4.23989 -4.46929
H -3.24737 -7.12618 -0.52443
H -3.79416 -3.18148 1.44430
H 4.71492 4.74127 -2.24238
H -0.67248 5.06672 0.50149
H 2.52866 -4.28905 2.71366
H 1.61986 -1.40256 3.75721
H 3.62625 1.66542 4.49634
H 1.83073 3.80780 -7.38879
H -2.57625 -9.91205 0.58336
H -1.39801 3.62084 -1.10525
H 3.21775 3.79886 -1.98122
H 4.83908 1.19467 2.58333
H 2.31103 -3.79748 0.99892
H 1.11016 -3.27618 2.15709
H -2.69441 -6.19040 -1.90616
H 2.58797 5.59675 -3.35420
H -4.53896 -4.96607 -1.11936
H 6.34826 3.12212 -2.22166
H 5.01994 4.30101 -7.53023
H -6.87591 1.03215 3.04964
H 5.56049 4.20455 -5.00641
H 2.12252 2.07836 -7.12748
H -0.92138 -7.87034 2.46190
H -2.37768 -10.00104 2.36385
H -0.88390 2.31413 -0.04678
H -3.98212 -9.73246 1.64881
H -0.26152 -5.95114 1.27680
H -3.09592 -4.07136 -0.55019
H -5.43677 -3.51179 0.79999
H -1.95118 4.52057 1.62504
H -0.88251 -8.36196 0.74060
H 5.94932 1.50921 -2.83933
H -1.95229 -5.64469 1.65222
H 3.01639 2.92765 -8.40707
H 3.24399 3.22159 2.80138
H 5.08853 2.13124 -1.41223
H 2.23857 0.65723 5.11376
H 5.64607 -0.50863 0.99043
H 4.41621 -2.65746 0.75695
H -2.38270 0.71573 0.40342
H 3.58181 5.26890 -7.08247


What is the calculated total energy in the first record?
-58234.855 eV